The following is a DFT calculation (the ωB97M-V functional and the def2-TZVPD basis) of a molecular structure, C21H18N3O2 at a distorted geometry.

XYZ file:
```
44
Properties=species:S:1:pos:R:3:forces:R:3
C 3.901 3.416 2.248 -0.2 0.1 -0.2
N 2.704 3.589 1.484 0.6 0.5 -0.1
C 1.900 4.743 1.730 0.3 0.0 -0.1
C 2.169 2.515 0.799 -0.2 -0.7 0.1
C 1.452 1.577 1.542 0.0 0.2 -0.8
C 0.838 0.547 0.852 0.0 -0.2 0.3
C 1.067 0.400 -0.528 0.4 0.1 0.4
C 0.514 -0.858 -1.113 -0.3 -1.8 0.5
C -0.913 -1.010 -1.216 -1.2 0.1 -0.5
C -1.538 -2.003 -2.121 1.6 1.1 0.4
O -0.939 -2.814 -2.824 -0.8 0.2 0.2
C -3.024 -1.795 -2.004 -1.2 -0.7 0.5
C -3.272 -0.785 -1.062 -1.0 -0.9 0.4
C -4.556 -0.621 -0.525 0.2 0.0 -0.4
C -5.621 -1.375 -1.029 0.3 -0.4 -0.5
C -5.380 -2.376 -1.987 0.1 0.5 0.4
C -4.074 -2.630 -2.427 0.2 0.5 0.1
C -1.973 -0.256 -0.521 1.8 -0.1 -0.5
O -1.864 0.620 0.340 -0.7 -0.3 -0.3
C 1.820 1.369 -1.269 -0.9 -1.2 0.4
C 2.371 2.437 -0.579 -0.3 -0.2 0.2
H 4.414 2.489 1.962 -0.2 0.3 0.0
H 4.530 4.274 1.999 0.5 0.0 0.5
H 3.702 3.376 3.327 0.2 0.1 0.2
H 1.000 4.739 1.100 0.3 -0.1 0.1
H 1.589 4.816 2.779 -0.1 0.2 0.1
H 2.528 5.593 1.462 -0.3 0.6 0.2
H 1.388 1.727 2.626 -0.2 -0.2 -0.5
H 0.150 -0.128 1.394 0.8 0.2 -0.6
H 1.134 -1.310 -1.872 -0.4 0.5 -0.9
H -4.739 0.052 0.302 0.2 0.2 -0.1
H -6.638 -1.218 -0.665 0.3 0.0 0.0
H -6.220 -2.969 -2.347 0.3 0.0 0.1
H -3.894 -3.493 -3.055 0.2 0.1 -0.1
H 1.904 1.317 -2.367 0.1 -0.3 0.7
H 2.983 3.209 -1.057 -0.4 -0.3 0.1
N 2.355 -4.096 0.567 0.4 0.6 -0.7
C 1.202 -4.134 1.290 -1.0 1.7 -1.0
C 0.380 -3.067 0.849 0.5 -0.9 0.6
N 1.048 -2.392 -0.147 0.3 0.4 0.8
C 2.237 -3.038 -0.274 -0.8 -1.0 1.3
H 0.971 -4.872 2.072 0.3 0.4 -0.6
H -0.605 -2.819 1.235 0.2 0.2 -0.4
H 3.000 -2.744 -0.970 0.1 0.1 -0.2
```
Positions in Å, forces in eV/Å.

**F_max**: 2.191 eV/A
**Relative energy (zero: lowest compared OMol25 entry of this formula, charge and spin)**: 36.8 kcal per mole
**Total charge**: -1
**Gap between HOMO and LUMO**: 7.3 eV

Charge distribution, Löwdin scheme, values in e:
1. C -0.086
2. N -0.283
3. C -0.086
4. C -0.311
5. C 0.007
6. C -0.025
7. C -0.166
8. C -0.037
9. C -0.101
10. C -0.336
11. O 0.042
12. C -0.085
13. C -0.090
14. C -0.021
15. C -0.098
16. C -0.099
17. C -0.018
18. C -0.327
19. O 0.022
20. C -0.013
21. C -0.027
22. H 0.096
23. H 0.074
24. H 0.075
25. H 0.098
26. H 0.075
27. H 0.073
28. H 0.124
29. H 0.123
30. H 0.120
31. H 0.106
32. H 0.092
33. H 0.091
34. H 0.107
35. H 0.115
36. H 0.114
37. N -0.015
38. C -0.212
39. C -0.145
40. N 0.001
41. C -0.236
42. H 0.075
43. H 0.093
44. H 0.094

=====

The following is a DFT calculation (the ωB97M-V functional and the def2-TZVPD basis) of a molecular structure, C21H18N3O2ReS3 at a distorted geometry.

XYZ file:
```
48
Properties=species:S:1:pos:R:3:forces:R:3
Re -0.213 0.962 -1.508 0.0 0.1 0.2
C 2.369 -0.086 2.174 -0.2 -0.1 0.3
C 1.874 -0.071 0.761 0.0 0.2 0.4
N 0.771 0.617 0.491 -0.7 0.1 -2.3
N 0.267 1.299 1.534 0.0 0.4 1.2
C -0.455 2.323 1.314 0.0 -0.3 -0.7
S -0.725 2.938 -0.316 0.7 -1.4 -0.6
S -1.204 3.238 2.593 -0.1 0.3 0.6
C -2.349 2.000 3.368 0.2 0.1 -0.5
C -1.697 0.786 3.926 0.0 -0.1 0.2
C -1.341 0.740 5.271 0.0 -0.1 -0.2
C -0.780 -0.407 5.805 0.1 0.0 0.0
C -0.543 -1.506 4.994 0.0 0.0 0.0
C -0.892 -1.465 3.654 0.0 -0.1 0.0
C -1.477 -0.329 3.124 -0.2 0.0 0.1
C 2.671 -0.701 -0.249 -0.3 0.1 -1.2
C 3.787 -1.508 0.069 0.1 -0.1 0.1
C 4.585 -2.062 -0.900 0.0 0.0 0.2
C 4.305 -1.863 -2.255 -0.1 0.2 0.2
C 3.257 -1.062 -2.616 -0.4 0.3 0.1
C 2.439 -0.445 -1.642 1.6 -1.6 1.3
O 1.532 0.372 -2.044 -1.8 1.5 -0.5
H 1.578 0.218 2.855 0.2 -0.1 0.0
H 3.193 0.626 2.261 0.0 0.0 0.0
H 2.734 -1.069 2.463 0.0 0.0 -0.1
H -3.075 1.751 2.597 -0.1 0.0 0.1
H -2.829 2.585 4.151 -0.1 0.1 -0.1
H -1.532 1.592 5.904 0.0 0.2 0.1
H -0.541 -0.450 6.856 0.1 0.0 0.1
H -0.112 -2.402 5.413 0.1 -0.1 0.0
H -0.730 -2.330 3.028 0.0 -0.1 -0.1
H -1.796 -0.320 2.090 0.0 0.0 -0.1
H 4.028 -1.727 1.097 0.0 0.1 0.0
H 5.438 -2.659 -0.617 0.0 -0.1 0.1
H 4.923 -2.329 -3.008 0.0 0.0 -0.1
H 3.019 -0.870 -3.650 0.0 0.1 -0.1
O -0.555 -0.206 -3.318 0.8 0.7 1.4
N -1.577 -0.004 -4.112 -1.2 0.4 -0.3
C -1.567 -0.562 -5.333 0.1 -0.3 -0.5
C -2.550 -0.275 -6.246 0.0 0.0 0.2
C -3.572 0.608 -5.895 0.1 -0.1 0.2
C -3.606 1.115 -4.616 0.1 -0.2 0.0
C -2.597 0.787 -3.711 0.2 -0.2 0.1
S -2.522 1.408 -2.104 0.9 -0.1 0.2
H -0.725 -1.209 -5.522 0.1 0.0 0.0
H -2.506 -0.724 -7.225 0.0 0.0 0.0
H -4.320 0.892 -6.618 -0.1 0.0 0.0
H -4.381 1.785 -4.287 -0.1 0.1 0.0
```
Positions in Å, forces in eV/Å.

**F_max**: 2.619 eV/A
**Total charge**: +1
**Gap between HOMO and LUMO (spin up / spin down)**: 6.3 / 6.7 eV
**Spin multiplicity**: 2

Charge distribution, Löwdin scheme, values in e:
1. Re 1.195
2. C 0.005
3. C -0.186
4. N -0.089
5. N -0.083
6. C -1.043
7. S 0.567
8. S 0.909
9. C -0.373
10. C -0.306
11. C -0.034
12. C -0.070
13. C -0.082
14. C -0.086
15. C -0.075
16. C -0.086
17. C -0.013
18. C -0.056
19. C -0.042
20. C 0.014
21. C -0.307
22. O -0.238
23. H 0.073
24. H 0.117
25. H 0.086
26. H 0.086
27. H 0.083
28. H 0.117
29. H 0.107
30. H 0.105
31. H 0.105
32. H 0.109
33. H 0.109
34. H 0.114
35. H 0.118
36. H 0.124
37. O -0.258
38. N -0.208
39. C 0.013
40. C -0.016
41. C -0.025
42. C -0.053
43. C -0.599
44. S 0.656
45. H 0.149
46. H 0.122
47. H 0.124
48. H 0.119

=====

The following is a DFT calculation (the ωB97M-V functional and the def2-TZVPD basis) of a molecular structure, C21H19BrF5N2SSiV at a distorted geometry.

XYZ file:
```
51
Properties=species:S:1:pos:R:3:forces:R:3
V -0.425 0.554 0.364 -2.4 -0.4 -0.2
C 2.405 -0.709 -1.527 0.0 0.0 0.1
C 2.444 -0.546 -0.035 0.3 0.0 0.0
C 3.544 -0.941 0.714 -0.1 0.0 0.1
C 3.526 -0.766 2.099 0.0 0.0 0.0
C 2.436 -0.168 2.708 -0.1 0.0 0.0
C 1.379 0.282 1.903 0.8 -0.2 0.4
N 1.383 0.026 0.553 1.8 -0.5 0.1
N 0.264 0.957 2.215 0.0 -0.2 0.6
Si -0.250 1.692 3.667 -0.3 0.1 0.1
C -1.786 2.690 3.195 0.2 -0.1 0.1
C -0.754 0.428 4.991 0.1 0.2 -0.2
C 1.094 2.817 4.395 -0.1 -0.2 -0.1
H 3.017 0.059 -2.006 -0.1 0.0 0.0
H 1.382 -0.606 -1.890 0.0 0.0 0.0
H 2.802 -1.683 -1.816 0.0 0.0 0.0
H 4.397 -1.387 0.220 0.0 0.0 0.0
H 4.369 -1.094 2.695 0.0 0.0 0.0
H 2.390 -0.011 3.779 0.1 0.0 0.0
H -2.680 2.062 3.250 0.0 0.0 0.0
H -1.691 3.049 2.167 0.0 0.0 0.0
H -1.943 3.555 3.844 0.0 0.0 0.0
H -1.520 -0.238 4.587 0.0 0.0 0.0
H -1.164 0.922 5.876 0.0 0.0 0.0
H 0.088 -0.192 5.309 0.0 0.0 0.0
H 1.715 3.218 3.590 0.0 0.0 0.0
H 1.750 2.274 5.080 0.0 0.0 0.0
H 0.666 3.660 4.943 0.0 0.0 0.0
F -7.076 0.447 0.440 -0.1 0.0 0.0
C -5.826 0.228 0.021 0.2 -0.1 -0.1
C -5.545 0.111 -1.331 -0.1 0.0 0.1
F -6.540 0.232 -2.218 -0.1 0.0 -0.1
C -4.256 -0.120 -1.761 0.3 0.0 0.3
F -4.045 -0.228 -3.074 -0.1 0.0 -0.2
C -3.168 -0.232 -0.881 -0.9 0.2 0.3
S -1.549 -0.471 -1.437 0.3 -0.6 -0.4
C -3.506 -0.117 0.472 0.0 -0.1 -0.5
F -2.525 -0.243 1.400 0.0 0.2 0.1
C -4.789 0.107 0.925 0.0 0.0 0.1
F -5.034 0.197 2.237 0.0 0.0 0.1
Br 0.121 6.845 -1.925 0.0 0.0 0.0
C 0.000 5.043 -1.291 0.0 0.1 0.0
C -1.192 4.359 -1.432 -0.1 0.1 0.0
C -1.258 3.042 -0.989 0.2 0.1 0.0
C -0.171 2.384 -0.393 0.1 1.5 -0.6
C 1.007 3.137 -0.278 -0.1 -0.1 0.0
C 1.111 4.451 -0.717 0.0 0.0 0.0
H -2.048 4.847 -1.883 0.0 0.0 0.0
H -2.198 2.515 -1.128 0.0 0.0 0.0
H 1.878 2.677 0.180 0.0 0.0 0.0
H 2.032 5.011 -0.610 0.0 0.0 0.0
```
Positions in Å, forces in eV/Å.

**F_max**: 2.447 eV/A
**Relative energy (zero: lowest compared OMol25 entry of this formula, charge and spin)**: 22.1 kcal per mole
**Total charge**: -1
**Gap between HOMO and LUMO (spin up / spin down)**: 5.8 / 4.7 eV
**Spin multiplicity**: 2

Charge distribution, Löwdin scheme, values in e:
1. V 0.535
2. C -0.031
3. C -0.322
4. C -0.076
5. C -0.108
6. C -0.038
7. C -0.437
8. N -0.032
9. N -0.130
10. Si 0.409
11. C -0.160
12. C -0.181
13. C -0.176
14. H 0.081
15. H 0.043
16. H 0.074
17. H 0.096
18. H 0.090
19. H 0.092
20. H 0.016
21. H 0.016
22. H 0.021
23. H 0.019
24. H 0.020
25. H 0.015
26. H 0.024
27. H 0.015
28. H 0.017
29. F 0.107
30. C -0.153
31. C -0.151
32. F 0.107
33. C -0.248
34. F 0.078
35. C -0.556
36. S 0.660
37. C -0.223
38. F 0.027
39. C -0.153
40. F 0.108
41. Br 0.650
42. C -0.702
43. C -0.152
44. C -0.128
45. C -0.254
46. C -0.108
47. C -0.152
48. H 0.090
49. H 0.079
50. H 0.092
51. H 0.089

=====

The following is a DFT calculation (the ωB97M-V functional and the def2-TZVPD basis) of a molecular structure, C21H19Cl2N6O4Re at a distorted geometry.

XYZ file:
```
53
Properties=species:S:1:pos:R:3:forces:R:3
Re -0.466 0.168 -0.626 2.3 -3.7 -0.3
O 3.941 0.232 2.661 0.4 -0.1 -0.1
C 2.942 0.423 3.522 -0.4 0.0 0.2
C 3.287 0.708 4.846 0.1 0.0 -0.1
C 2.321 0.888 5.808 0.1 -0.1 -0.2
C 0.974 0.731 5.490 -0.1 0.0 0.1
C 0.613 0.460 4.193 0.1 0.0 -0.1
C 1.576 0.351 3.176 0.2 -0.2 0.2
C 1.137 0.246 1.792 0.6 0.2 -1.0
O -0.114 0.159 1.520 -1.4 0.5 -0.5
N 2.044 0.385 0.821 0.9 -0.1 1.5
N 1.507 0.450 -0.391 -1.3 0.4 -1.4
C 2.229 0.791 -1.454 -0.2 -0.3 0.6
C 1.512 0.879 -2.675 -0.3 0.0 -0.2
C 2.067 1.258 -3.907 -0.2 -0.2 0.2
C 1.266 1.313 -5.026 -0.1 -0.1 0.2
C -0.091 1.001 -4.911 0.0 -0.1 0.3
C -0.591 0.665 -3.669 -0.3 0.2 -0.7
N 0.170 0.608 -2.576 -0.2 0.7 0.5
H 3.590 0.080 1.762 -0.2 0.2 0.0
H 4.338 0.781 5.074 0.1 0.0 0.1
H 2.611 1.145 6.815 0.1 0.0 0.1
H 0.229 0.823 6.264 -0.1 0.0 0.0
H -0.423 0.330 3.927 -0.1 0.0 -0.1
H 3.289 0.974 -1.378 0.1 0.0 0.1
H 3.120 1.484 -3.956 0.1 0.0 0.0
H 1.683 1.592 -5.981 0.0 0.0 -0.1
H -0.755 1.028 -5.760 0.0 0.0 -0.1
H -1.638 0.435 -3.524 0.0 0.0 0.0
C -5.111 3.029 -0.533 -0.3 0.4 0.1
O -4.465 1.787 -0.795 0.2 -0.4 0.0
C -3.175 1.607 -0.634 0.2 0.2 -0.1
O -2.688 0.508 -0.858 0.4 -0.2 0.1
N -2.398 2.670 -0.268 -0.1 0.2 0.1
N -1.035 2.414 -0.006 0.1 -0.4 0.1
H -6.163 2.847 -0.755 0.2 0.1 0.1
H -4.744 3.824 -1.189 0.0 -0.1 0.0
H -5.011 3.314 0.518 0.0 -0.1 -0.1
H -2.809 3.542 0.045 0.2 -0.2 0.0
H -0.846 2.429 1.004 -0.1 -0.1 -0.3
H -0.448 3.116 -0.459 -0.2 -0.1 0.0
Cl -2.973 -2.851 -0.977 -0.3 -0.1 0.0
C -1.506 -3.721 -0.813 0.7 0.6 0.1
C -1.481 -5.086 -0.665 -0.1 -0.2 0.0
C -0.270 -5.751 -0.512 0.0 0.4 0.0
C 0.926 -5.039 -0.504 0.0 -0.2 0.1
C 0.917 -3.671 -0.642 -0.8 0.6 -0.1
Cl 2.373 -2.767 -0.629 0.3 0.0 0.0
C -0.304 -2.935 -0.796 0.0 -3.7 -0.1
N -0.349 -1.656 -0.928 -0.7 6.0 1.0
H -2.414 -5.628 -0.665 -0.1 -0.1 0.0
H -0.261 -6.822 -0.390 0.0 -0.1 0.0
H 1.868 -5.550 -0.386 0.1 0.0 0.0
```
Positions in Å, forces in eV/Å.

**F_max**: 6.151 eV/A
**Relative energy (zero: lowest compared OMol25 entry of this formula, charge and spin)**: 27.8 kcal per mole
**Total charge**: +1
**Gap between HOMO and LUMO (spin up / spin down)**: 5.8 / 6.4 eV
**Spin multiplicity**: 2

Charge distribution, Löwdin scheme, values in e:
1. Re 1.521
2. O 0.079
3. C -0.263
4. C -0.002
5. C -0.061
6. C -0.084
7. C -0.025
8. C -0.087
9. C -0.407
10. O -0.161
11. N 0.043
12. N -0.210
13. C -0.053
14. C -0.246
15. C 0.001
16. C -0.037
17. C -0.036
18. C -0.109
19. N -0.079
20. H 0.075
21. H 0.122
22. H 0.110
23. H 0.103
24. H 0.111
25. H 0.135
26. H 0.122
27. H 0.117
28. H 0.113
29. H 0.117
30. C -0.025
31. O 0.036
32. C -0.543
33. O -0.049
34. N 0.052
35. N 0.001
36. H 0.111
37. H 0.106
38. H 0.106
39. H 0.151
40. H 0.126
41. H 0.131
42. Cl 0.744
43. C -0.592
44. C -0.096
45. C -0.045
46. C -0.096
47. C -0.589
48. Cl 0.750
49. C -0.433
50. N -0.093
51. H 0.112
52. H 0.115
53. H 0.112

=====

Look up the total charge of the fourth one. +1